Entry 1:
C46H50N10 | the ωB97M-V functional and the def2-TZVPD basis

CARTESIAN COORDINATES (ANGSTROEM)
C -3.0111 -2.7142 2.3518
H -3.7741 5.2603 -2.5048
C -2.9226 4.6020 -2.5886
C -6.1718 1.8398 1.4632
C 1.3395 -5.1896 1.1508
C 2.2563 -6.1876 3.0298
H 4.5493 -2.3703 -5.2279
C -2.9870 6.9656 2.5150
H -1.8545 1.0553 1.4913
C 4.6082 -4.4639 -4.7468
C -2.4668 5.2813 1.1128
C 5.8059 2.4855 -0.2709
H 3.0704 -1.8056 -3.1317
C -3.7293 -2.4333 3.5248
H -1.5257 6.0667 -2.2166
C -1.4307 2.9695 -2.6336
C -4.4529 1.0486 -0.4555
H -2.3887 -4.1680 0.9494
C -3.8088 -4.9519 2.4628
C 1.4599 5.2855 0.5265
C 4.2686 -3.1170 -4.4976
C -4.0088 6.8444 1.5397
H -1.1638 5.8143 2.7579
C -5.3645 0.7437 1.7029
C -1.2284 -4.7100 -1.3391
H 4.3640 5.2015 -0.9629
H 1.3783 -6.0823 -2.8470
H -5.3037 2.8779 -1.4483
H -0.0005 -3.4543 1.5488
H 5.1068 -4.7450 -5.6617
H 0.6813 5.1435 1.2617
C -1.2117 -6.0423 -0.9253
H -3.7350 0.7772 -1.2168
H 0.6228 7.0947 -0.5447
H 0.3152 -3.5556 3.9078
H 7.6043 2.8381 0.8338
C -0.1206 -4.5377 -2.1980
C -5.2988 2.1719 -0.6311
H 5.5988 3.4918 -0.6030
H -1.1306 1.9340 -2.6962
C -1.0022 0.8688 0.8509
C -2.0862 5.9596 2.2144
N -4.4908 -4.7121 3.5674
H 1.5321 2.2243 -0.8226
N 2.1241 -6.1231 1.6643
C 6.0774 -0.1677 0.3768
C 0.4879 -5.7504 -2.3355
H 2.8478 -6.9653 3.4912
C 0.9033 1.4516 -0.4016
C 3.3514 5.2999 -0.6042
H 1.8931 -0.2149 -1.3729
C -0.1855 1.8740 0.3682
C 5.0295 1.4937 -0.8247
N 3.9804 -4.9328 -2.4249
N -1.6524 5.1182 -2.5347
C 3.5325 -3.6870 -2.2708
N -0.9265 -0.4388 0.5430
H 0.3510 4.1840 -2.3512
H -4.9041 7.4196 1.3610
H 1.5762 -5.2580 4.9246
H -5.0503 -3.3676 5.0022
C 0.1986 -0.8007 -0.1852
C -4.4376 0.3736 0.7724
H 2.8862 6.9552 -1.7618
C -2.8504 3.2503 -2.6252
N -0.1098 -6.6380 -1.4990
H -3.0589 7.6708 3.3275
C 0.7217 -4.1773 1.9009
H -2.2720 -1.9912 2.0310
H -0.0213 -3.6084 -2.7382
H 1.2747 -5.0500 0.0794
H 3.0707 -3.4219 -1.3296
C 0.8774 -4.2349 3.2822
C -0.7092 4.1514 -2.5456
H -1.8967 -3.8726 -1.2080
C 2.6458 4.5151 0.3168
H -6.9185 2.1476 2.1826
N -6.0265 2.6530 0.4091
H 7.5736 0.3148 1.7750
C 4.3882 -5.3303 -3.6135
C 1.6093 -5.2831 3.8440
H 0.3191 -1.8552 -0.3945
N 2.5389 6.3082 -1.0720
C 1.0946 0.0907 -0.7126
H -3.7605 -5.9935 2.1739
H 4.1430 1.7015 -1.4100
H -2.0915 4.4612 0.5196
H -3.8572 -0.5273 0.9117
H -4.1437 5.5644 -0.1651
C -4.5033 -3.4806 4.0762
H -3.7893 -1.4795 4.0293
H -1.9266 -6.4693 -0.2394
C 6.8652 2.0874 0.5908
C 3.5999 -2.7302 -3.3095
H 6.0438 -1.2133 0.6488
N 5.1242 0.1959 -0.5114
C 1.3369 6.2939 -0.4370
H -5.4488 0.0905 2.5605
C -2.9905 -3.9879 1.8280
N -3.6481 5.8601 0.6601
H 3.0171 3.6613 0.8609
H 0.1241 -7.6041 -1.3379
H -3.6341 2.5415 -2.8371
C 6.9458 0.7683 1.0220
H 4.6995 -6.3643 -3.6851
H -0.3315 2.9158 0.6113

Forces on the atoms, in the same order (eV/Å):
C 0.7 0.6 1.5
H 0.1 0.1 -0.3
C -0.3 0.6 0.4
C 0.4 0.9 0.2
C 0.2 1.5 0.1
C -0.8 0.7 -1.1
H -0.3 0.1 -0.2
C -3.1 0.4 -1.4
H -0.1 0.5 0.0
C -0.7 0.9 2.8
C -1.3 -0.2 -1.8
C 1.0 -0.9 0.0
H 0.5 0.4 -0.3
C -1.3 -1.4 0.0
H 0.3 -0.1 -0.2
C -0.9 -0.6 0.0
C -0.1 0.8 -0.1
H 0.0 -0.4 0.1
C 1.4 0.4 -0.3
C -1.6 -0.2 -0.7
C -0.3 -0.4 0.1
C 1.0 0.4 0.3
H 0.0 -0.3 0.0
C -0.4 -0.6 0.5
C 0.5 -0.9 -0.2
H -0.1 0.0 -0.2
H 0.0 0.3 -0.1
H 0.3 -0.5 -0.5
H 0.3 0.1 -0.7
H -0.1 -0.3 0.1
H 0.0 -0.4 0.0
C -0.3 1.7 0.1
H -0.2 -0.1 -0.2
H 0.0 -0.2 0.0
H 0.2 0.1 0.1
H -0.1 0.0 0.6
C -0.7 0.3 -0.5
C 0.8 0.2 2.4
H 0.5 0.2 0.3
H 0.7 0.2 0.0
C -1.2 -1.1 0.0
C 2.1 -0.3 1.1
N -0.6 0.0 0.2
H 0.3 -0.1 0.0
N 0.3 -0.6 1.3
C -0.9 1.7 0.0
C 1.4 -0.4 0.0
H 0.1 -0.2 -0.4
C -0.6 0.2 -0.3
C -0.5 -0.9 0.0
H 0.1 -0.1 0.2
C 1.2 -1.0 -0.2
C -0.9 -0.7 0.9
N -0.6 -0.2 0.3
N -0.4 1.7 0.5
C 0.0 0.7 -1.6
N 2.6 0.2 -0.6
H -0.1 0.8 -0.2
H 0.1 0.0 0.2
H 0.6 -0.7 0.1
H -0.1 0.2 0.0
C -2.0 0.0 0.5
C -0.4 0.1 -1.7
H -0.4 0.1 0.1
C 1.6 -0.1 -0.9
N -1.7 0.0 0.5
H 0.4 -0.1 0.0
C -0.2 -0.7 1.5
H -0.3 0.2 -0.5
H 0.7 -0.2 -0.2
H 0.0 -0.7 -0.2
H 0.1 -0.1 0.2
C -0.4 -0.6 -0.9
C -0.9 -2.6 0.2
H -0.4 -0.5 0.5
C 0.3 2.6 -0.5
H 0.0 0.1 0.2
N -0.6 -1.4 -0.9
H 0.5 0.6 0.0
C 1.1 0.8 -1.7
C -0.5 1.1 0.3
H -0.2 -0.2 0.0
N 1.3 -0.4 -0.3
C -0.2 1.5 0.4
H -0.2 0.0 -0.3
H 0.2 0.4 -0.4
H 0.4 0.0 0.3
H 0.3 0.2 0.0
H -0.1 0.0 0.3
C 1.2 0.5 -0.7
H 0.4 0.2 -0.2
H 0.4 -0.6 -0.1
C -0.6 0.5 -0.5
C 0.3 -1.8 0.4
H 0.3 -0.1 0.1
N 1.2 -0.4 0.6
C 1.0 -0.6 1.6
H -0.3 0.4 0.3
C -1.2 -0.3 0.3
N 0.6 -0.1 1.1
H -0.1 0.1 0.0
H 0.2 0.2 -0.2
H 0.0 0.1 0.2
C -1.3 -1.3 -1.5
H -0.1 -0.2 0.0
H -0.1 0.0 0.0

## Properties
Lowest unoccupied orbital energy = 0.49 eV
Structure (SMILES) = c1cc[nH]c1.c1cc[nH]c1.c1cc[nH]c1.c1cc[nH]c1.c1ccncc1.c1ccncc1.c1ccncc1.c1ccncc1.c1ccncc1.c1ccncc1
Orbital gap = 8.65 eV
Highest occupied orbital energy = -8.155 eV
Total charge = 0
ΔE to the lowest compared entry with this formula, charge and spin = 67.1 kcal/mol

---

Entry 2:
C3H6N2O2 | the ωB97M-V functional and the def2-TZVPD basis

CARTESIAN COORDINATES (ANGSTROEM)
C 0.4687 0.9065 -1.6314
O -1.3329 0.3433 2.9366
H -0.1702 -1.1602 2.2867
H -0.7588 -1.3302 -0.7735
N -0.1128 -0.9462 -0.1045
C -0.7390 -0.2929 2.1119
C 0.9691 -0.1753 -0.7592
H 1.6818 -0.7854 -1.2884
N -0.8279 -0.1267 0.7120
H 1.3898 1.6264 -1.9188
H 1.4653 0.2754 0.0729
O -0.6892 0.9948 -2.0582
H -1.3442 0.6704 0.4138

Forces on the atoms, in the same order (eV/Å):
C -0.5 1.4 -2.2
O 0.1 0.5 0.0
H 1.2 -1.3 0.7
H 0.0 -0.3 -0.4
N 1.0 -0.2 -1.1
C -1.2 0.3 -2.3
C -1.6 -0.7 1.0
H 0.2 -0.4 -0.3
N -0.5 0.5 3.5
H -2.1 -0.8 0.2
H 0.8 0.5 0.4
O 3.0 0.1 1.1
H -0.4 0.5 -0.8

## Properties
Lowest unoccupied orbital energy = 0.52 eV
Structure (SMILES) = O=CCNNC=O
Orbital gap = 10.51 eV
Highest occupied orbital energy = -9.989 eV
Total charge = 0
ΔE to the lowest compared entry with this formula, charge and spin = 69.8 kcal/mol

---

Entry 3:
C19H11Cl3N4O4Ru | the ωB97M-V functional and the def2-TZVPD basis

CARTESIAN COORDINATES (ANGSTROEM)
H 2.1300 -1.5477 -0.4793
C 2.3107 -0.5657 4.4197
C -0.6859 1.5526 -1.9898
H -0.2749 3.1548 -3.3610
C -2.9159 -3.2224 -0.6355
Ru -0.6744 -0.3515 0.5049
O 0.3143 2.9666 2.8533
Cl -2.2552 -4.7443 -0.0786
C -2.8725 -2.2352 0.4528
C -2.2787 3.2241 -2.6116
O 0.0226 -2.3230 0.6797
O 1.1528 -3.8728 1.8443
C 2.0185 -0.7632 -1.2161
N -2.7771 -1.3957 1.2344
H -4.1979 3.0107 -1.6498
C -1.0070 2.6842 -2.7232
H -3.4708 1.0218 -0.3597
C 0.6445 0.8959 -2.0673
C 2.7683 0.4898 -3.0885
H 2.4612 -2.6837 3.9586
C 1.5772 1.1967 -3.0487
H -2.5428 4.1107 -3.1715
N 0.8839 -0.0646 -1.1638
C -2.7980 1.5081 -1.0559
Cl -4.5948 -3.3851 -1.1575
H 1.3745 1.9562 -3.7878
C 0.8100 -2.7376 1.6552
C 0.1927 1.8752 2.3703
H 2.9511 -0.6172 5.2901
H 1.9277 1.5640 4.6004
O -0.5630 1.5642 1.3350
Cl -1.9256 -2.5218 -1.9380
C 0.9335 0.6716 2.9326
C 1.2262 -1.6118 2.5845
H 3.9009 -1.1006 -2.1693
C 2.0485 -1.7220 3.6888
H 3.5048 0.7123 -3.8485
C 1.7513 0.6521 4.0478
C -3.1972 2.6226 -1.7699
N -1.5790 0.9836 -1.1678
C 2.9939 -0.5144 -2.1616
N 0.7116 -0.4374 2.2483

Forces on the atoms, in the same order (eV/Å):
H 0.0 0.0 0.0
C 0.0 0.0 0.0
C -0.1 0.1 0.0
H 0.0 0.0 0.0
C -0.1 -0.1 0.0
Ru 0.3 0.2 0.0
O 0.0 0.1 0.0
Cl 0.0 0.0 0.0
C 0.0 0.1 0.0
C 0.0 0.0 0.0
O 0.0 0.0 0.0
O 0.1 -0.1 -0.1
C 0.0 0.0 0.1
N 0.0 0.1 -0.2
H 0.0 0.0 0.0
C 0.0 0.0 0.0
H 0.0 0.0 0.0
C 0.0 0.0 -0.1
C 0.0 0.0 0.0
H 0.0 0.0 0.0
C 0.0 0.0 0.0
H 0.0 0.0 0.0
N -0.1 0.0 0.0
C -0.1 0.0 0.0
Cl 0.1 0.0 0.0
H 0.0 0.0 0.0
C -0.3 0.1 0.2
C 0.0 -0.2 0.1
H 0.0 0.0 0.0
H 0.0 0.0 0.0
O 0.0 0.0 0.0
Cl 0.0 -0.1 -0.1
C 0.0 0.1 0.0
C 0.1 -0.1 0.0
H 0.0 0.0 0.0
C 0.0 0.0 0.0
H 0.0 0.0 0.0
C 0.0 0.0 0.0
C 0.0 0.0 0.0
N 0.0 -0.1 0.1
C 0.0 0.0 0.0
N -0.1 -0.1 -0.1

## Properties
Lowest unoccupied orbital energy (spin up / spin down) = -3.69 / -5.20 eV
Orbital gap (spin up / spin down) = 8.18 / 7.58 eV
Highest occupied orbital energy (spin up / spin down) = -11.875 / -12.781 eV
2S+1 = 6
Total charge = +1
ΔE to the lowest compared entry with this formula, charge and spin = 0.0 kcal/mol